(1)
101
Properties=species:S:1:pos:R:3:lowdin_charge:R:1 method="wB97M-V/def2-TZVPD" spin_multiplicity=1 fmax_ev_per_a=5.769 gap_ev=5.15 e_tot_ev=-65641.3688 charge=-1
C 3.296 -2.312 0.324 -0.1085
C 3.358 -0.787 0.280 -0.2632
C 4.007 -0.201 1.545 -0.2262
C 3.344 -0.680 2.831 -0.2145
C 3.685 0.182 4.061 -0.2017
C 5.178 0.301 4.395 -0.1790
C 5.773 -0.643 5.482 -0.1985
C 4.799 -1.288 6.464 -0.2079
C 4.205 -2.667 6.063 -0.2104
C 4.796 -3.333 4.816 -0.3139
C 6.054 -4.205 5.101 -0.3220
Al 7.324 -4.314 3.503 0.2124
C 7.402 -2.554 2.458 -0.3845
N 8.652 -2.485 1.592 -0.1072
H 4.284 -2.737 0.508 0.0709
H 2.924 -2.674 -0.637 0.0628
H 2.624 -2.673 1.101 0.0649
H 3.970 -0.466 -0.568 0.0990
H 2.368 -0.336 0.168 0.0754
H 5.083 -0.390 1.518 0.0946
H 3.887 0.890 1.513 0.1063
H 2.265 -0.536 2.677 0.1144
H 3.480 -1.743 3.020 0.0867
H 3.337 1.186 3.788 0.0982
H 3.051 -0.137 4.888 0.0914
H 5.764 0.159 3.486 0.0856
H 5.381 1.330 4.705 0.0955
H 6.458 -0.032 6.078 0.0984
H 6.425 -1.364 4.992 0.0758
H 5.313 -1.396 7.422 0.0941
H 3.981 -0.593 6.674 0.0872
H 4.384 -3.353 6.895 0.0927
H 3.113 -2.587 6.003 0.0896
H 5.035 -2.635 4.013 0.0500
H 4.044 -4.024 4.423 0.0973
H 5.689 -5.229 5.251 0.0228
H 6.537 -3.922 6.044 0.0309
H 6.775 -5.449 2.458 -0.1226
H 8.785 -4.797 4.036 -0.1275
H 6.515 -2.458 1.820 0.0111
H 7.430 -1.690 3.133 0.0146
H 8.352 -2.437 0.625 0.0237
H 9.080 -1.584 1.774 0.0215
O 0.636 1.441 -0.171 -0.2814
P -0.398 2.507 -0.361 0.6880
N -1.463 1.780 -1.477 -0.3023
C -2.394 2.506 -2.315 -0.1364
C -2.102 0.562 -0.982 -0.1255
N 0.590 3.696 -1.167 -0.3373
C 0.666 3.697 -2.619 -0.1355
C 1.933 3.784 -0.598 -0.1474
N -1.526 3.719 0.240 -0.2914
C -1.259 5.150 0.136 -0.1362
C -1.933 3.408 1.629 -0.1355
H -3.294 2.827 -1.774 0.0796
H -2.716 1.863 -3.135 0.0663
H -1.950 3.387 -2.773 0.0488
H -2.914 0.788 -0.273 0.0768
H -1.376 -0.076 -0.478 0.0733
H -2.524 -0.010 -1.810 0.0737
H 0.829 2.697 -3.039 0.0897
H 1.484 4.342 -2.946 0.0780
H -0.233 4.125 -3.066 0.0513
H 2.594 2.992 -0.964 0.0819
H 1.903 3.711 0.491 0.0737
H 2.372 4.753 -0.849 0.0787
H -0.338 5.460 0.635 0.0806
H -2.094 5.686 0.598 0.0799
H -1.226 5.466 -0.903 0.0722
H -1.122 3.588 2.343 0.0819
H -2.227 2.358 1.710 0.0729
H -2.794 4.010 1.922 0.0747
O -4.952 0.647 -3.429 -0.2888
P -6.214 0.124 -4.045 0.6895
N -7.041 -0.489 -2.681 -0.3092
C -8.104 -1.469 -2.746 -0.1347
C -7.362 0.524 -1.679 -0.1332
N -5.543 -1.195 -4.962 -0.3366
C -5.445 -2.515 -4.356 -0.1290
C -4.275 -0.846 -5.598 -0.1462
N -7.621 0.263 -5.091 -0.2911
C -7.722 -0.455 -6.359 -0.1313
C -7.965 1.685 -5.320 -0.1344
H -9.068 -1.036 -3.048 0.0808
H -8.233 -1.918 -1.758 0.0866
H -7.878 -2.284 -3.427 0.0484
H -8.216 1.145 -1.986 0.0763
H -6.508 1.179 -1.507 0.0700
H -7.607 0.052 -0.726 0.0814
H -5.028 -2.489 -3.342 0.0906
H -4.810 -3.156 -4.969 0.0814
H -6.414 -3.015 -4.328 0.0526
H -3.430 -0.907 -4.905 0.0808
H -4.303 0.170 -5.998 0.0738
H -4.089 -1.521 -6.437 0.0810
H -6.919 -0.218 -7.061 0.0816
H -8.673 -0.187 -6.827 0.0820
H -7.749 -1.529 -6.199 0.0739
H -7.241 2.181 -5.975 0.0814
H -7.987 2.226 -4.369 0.0726
H -8.956 1.775 -5.767 0.0766

***

(2)
101
Properties=species:S:1:pos:R:3:lowdin_charge:R:1 method="wB97M-V/def2-TZVPD" spin_multiplicity=1 fmax_ev_per_a=3.558 gap_ev=3.13 e_tot_ev=-47715.3022 charge=-2
C -2.991 2.599 -0.428 -0.1427
C -2.719 4.107 -0.446 -0.5644
O -1.926 4.582 0.618 -0.4225
H -3.517 2.298 0.478 0.0422
H -2.031 2.086 -0.484 0.0447
H -3.532 2.216 -1.293 0.0281
H -3.640 4.683 -0.358 0.0391
H -2.310 4.502 -1.377 0.0400
C 0.327 -0.206 -0.940 -0.1327
C 1.452 0.411 -0.090 -0.5266
O 1.336 1.714 0.354 -0.3223
H -0.628 -0.193 -0.415 0.0393
H 0.637 -1.227 -1.162 0.0394
H 0.154 0.286 -1.897 0.0460
H 2.299 0.330 -0.771 0.0504
H 1.723 -0.228 0.751 0.0569
C 4.508 3.201 -2.858 -0.1052
C 3.247 3.705 -2.271 -0.4325
C 1.950 3.316 -3.083 -0.1752
O 0.974 4.235 -2.616 -0.1818
C 0.100 4.837 -3.570 -0.1011
N 3.213 3.338 -0.849 0.0673
H 4.400 2.148 -3.117 0.0678
H 5.299 3.288 -2.113 0.0665
H 4.745 3.766 -3.760 0.0663
H 3.245 4.793 -2.329 0.1213
H 1.662 2.265 -3.044 0.1075
H 2.182 3.451 -4.139 0.1000
H -0.341 4.153 -4.295 0.0745
H 0.665 5.652 -4.024 0.0740
H -0.697 5.173 -2.906 0.0755
H 4.167 3.061 -0.666 0.0312
H 2.782 2.443 -0.668 0.0161
C 2.799 -0.400 -4.707 -0.0378
C 2.263 -1.393 -5.750 -0.4623
C 0.863 -1.139 -6.114 -0.2198
O 0.795 0.114 -6.878 -0.2073
C -0.439 0.170 -7.610 -0.0993
N 3.073 -1.635 -6.958 0.0448
H 3.021 0.557 -5.179 0.0780
H 3.716 -0.767 -4.247 0.0738
H 1.983 -0.348 -3.987 0.0723
H 2.032 -2.367 -5.319 0.1266
H 0.220 -0.981 -5.248 0.1321
H 0.555 -2.052 -6.624 0.1221
H -0.030 -0.172 -8.560 0.0833
H -0.706 1.207 -7.814 0.0785
H -1.257 -0.345 -7.106 0.0881
H 2.721 -0.996 -7.657 0.0531
H 4.020 -1.305 -6.841 0.0589
C -1.238 1.962 3.572 -0.0376
C 0.238 2.320 4.093 -0.4287
C 1.023 1.163 4.759 -0.2059
O 2.206 1.755 5.310 -0.2120
C 2.910 0.887 6.256 -0.0884
N 0.886 2.882 2.934 0.0628
H -1.143 0.904 3.327 0.0454
H -1.402 2.492 2.634 0.0622
H -2.116 2.200 4.171 0.0514
H 0.110 3.154 4.783 0.1145
H 1.205 0.471 3.937 0.1167
H 0.466 0.715 5.582 0.1087
H 3.205 -0.013 5.715 0.0701
H 2.145 0.549 6.956 0.0680
H 3.795 1.354 6.687 0.0762
H 0.752 2.168 2.232 0.0219
H 1.826 2.624 3.201 0.0497
C -3.173 -2.162 -0.873 -0.0421
C -3.257 -3.108 0.344 -0.3869
C -4.616 -3.406 0.924 -0.2091
O -5.370 -2.248 1.391 -0.2152
C -5.052 -1.545 2.670 -0.0565
N -2.735 -4.478 -0.102 0.0188
H -2.121 -1.899 -0.982 0.0549
H -3.773 -1.271 -0.685 0.0798
H -3.465 -2.641 -1.807 0.0682
H -2.721 -2.678 1.191 0.1171
H -4.567 -4.101 1.762 0.1131
H -5.282 -3.822 0.168 0.1182
H -4.570 -0.576 2.538 0.0803
H -4.427 -2.159 3.319 0.0678
H -5.970 -1.342 3.223 0.0689
H -3.288 -4.767 -0.897 0.0452
H -1.815 -4.502 -0.518 0.0522
C 0.153 -2.744 2.241 -0.0450
C 0.686 -3.102 3.699 -0.4187
C -0.514 -3.608 4.453 -0.1930
O -0.176 -3.890 5.858 -0.2004
C -1.387 -4.153 6.586 -0.1277
N 1.649 -4.153 3.555 0.0316
H 0.939 -2.431 1.555 0.0586
H -0.480 -1.859 2.290 0.0691
H -0.343 -3.553 1.705 0.0647
H 1.089 -2.206 4.172 0.1286
H -0.847 -4.584 4.101 0.1248
H -1.363 -2.926 4.402 0.1140
H -2.130 -3.366 6.449 0.0802
H -1.080 -3.979 7.618 0.0750
H -1.774 -5.171 6.538 0.0798
H 2.145 -4.073 4.431 0.0655
H 2.405 -4.020 2.898 0.0709

***

(3)
103
Properties=species:S:1:pos:R:3:lowdin_charge:R:1 method="wB97M-V/def2-TZVPD" spin_multiplicity=1 fmax_ev_per_a=10.984 gap_ev=8.53 e_tot_ev=-51797.2985
N -1.180 -1.763 0.125 0.2486
H -0.417 -1.803 -0.382 -0.0301
H -1.939 -1.693 -0.523 0.0738
H -0.979 -1.206 0.755 0.0296
H -1.511 -2.716 0.236 0.0045
O -1.779 -3.531 -0.751 -0.3355
H -2.083 -4.313 -1.205 0.0135
C 0.660 1.226 -2.337 -0.1461
O 1.078 -0.055 -2.650 -0.1867
C 0.609 -0.924 -1.615 -0.2099
C 1.130 -2.339 -2.093 -0.1108
N 0.947 -3.284 -0.940 -0.1358
C 1.648 -4.567 -1.168 -0.1684
C 1.748 -5.345 0.141 -0.0994
O 2.326 -6.665 -0.277 -0.1941
C 1.494 -7.686 -0.687 -0.1739
H 1.184 1.636 -3.174 0.0779
H 1.076 1.694 -1.378 0.1086
H -0.511 1.336 -2.679 0.1265
H -0.610 -0.849 -1.485 0.1561
H 1.123 -0.690 -0.781 0.0353
H 2.209 -2.118 -2.186 0.1299
H 0.612 -2.759 -3.016 0.1421
H -0.101 -3.509 -0.829 0.0786
H 2.475 -4.439 -1.515 0.0245
H 1.152 -5.122 -1.921 0.1162
H 0.681 -5.451 0.567 0.1520
H 2.244 -4.881 0.876 0.0530
H 0.759 -8.079 0.122 0.0939
H 2.152 -8.690 -0.685 0.1351
H 0.811 -7.494 -1.421 0.0339
C 1.657 -2.554 1.541 -0.1123
O 1.297 -1.207 1.809 -0.2205
C 2.282 -0.310 1.272 -0.2432
C 3.525 -0.292 2.049 -0.2257
N 4.439 0.616 1.312 -0.0995
C 5.648 0.783 1.995 -0.2446
C 6.682 1.687 1.123 -0.1761
O 7.838 1.990 1.952 -0.1430
C 8.744 2.789 1.272 -0.1164
H 2.622 -2.739 2.150 0.1066
H 1.753 -2.655 0.507 0.0197
H 0.764 -2.892 2.142 0.1320
H 1.868 0.833 1.208 0.1701
H 2.439 -0.590 0.210 0.1094
H 3.994 -1.287 2.209 0.1177
H 3.352 0.063 3.100 0.1404
H 4.007 1.513 1.353 0.0934
H 6.083 -0.275 2.099 0.1418
H 5.477 1.346 2.962 0.1314
H 6.019 2.555 0.872 0.1151
H 6.806 1.162 0.097 0.1429
H 8.376 3.614 0.951 0.0310
H 8.906 2.420 0.310 0.0830
H 9.572 3.029 1.701 0.0446
C -4.803 -1.438 3.140 -0.1886
O -3.894 -2.039 2.296 -0.2046
C -4.530 -3.178 1.592 -0.1541
C -5.259 -2.565 0.367 -0.1437
N -4.121 -1.964 -0.475 -0.0530
C -4.681 -1.326 -1.775 -0.1348
C -3.465 -0.803 -2.443 -0.2678
O -3.788 -0.325 -3.775 -0.1818
C -3.020 0.673 -4.477 -0.0784
H -5.475 -0.839 2.511 0.0542
H -4.291 -0.651 3.914 0.1243
H -5.563 -2.265 3.830 0.1554
H -5.353 -3.781 2.004 0.1225
H -3.807 -3.762 1.148 0.0777
H -5.980 -1.909 0.654 0.0690
H -5.707 -3.293 -0.276 0.1020
H -3.469 -2.578 -0.669 -0.0390
H -5.180 -0.385 -1.390 0.1274
H -5.218 -2.266 -2.307 0.1711
H -2.506 -1.593 -2.562 0.1721
H -2.912 -0.079 -1.895 0.0396
H -3.584 0.886 -5.259 0.0278
H -2.077 0.398 -4.935 0.0891
H -2.986 1.611 -3.893 0.0901
C -3.464 1.362 -0.382 -0.0867
O -2.122 1.299 0.194 -0.1848
C -1.205 2.394 -0.201 -0.1465
C -1.702 3.688 0.607 -0.2722
N -0.691 4.665 0.447 -0.1136
C -1.211 5.878 1.166 -0.1665
C -0.131 7.028 1.264 -0.1810
O -0.613 8.375 1.183 -0.1843
C 0.390 9.296 0.994 -0.1694
H -4.102 2.252 -0.211 0.1039
H -3.953 0.502 -0.123 0.0321
H -3.360 1.446 -1.463 0.0648
H -1.182 2.612 -1.382 0.1278
H -0.215 2.223 0.118 0.0671
H -1.892 3.532 1.624 0.1152
H -2.545 3.979 0.221 0.0395
H -0.600 4.790 -0.751 0.2164
H -1.637 5.893 2.199 0.1278
H -2.142 5.993 0.465 0.1424
H 0.406 6.842 0.410 0.0779
H 0.493 7.026 2.074 0.0924
H 1.072 9.324 1.881 0.0918
H -0.201 10.250 0.862 0.1092
H 1.145 9.276 0.205 0.0795

***

(4)
106
Properties=species:S:1:pos:R:3:lowdin_charge:R:1 method="wB97M-V/def2-TZVPD" spin_multiplicity=1 fmax_ev_per_a=5.847 gap_ev=1.58 e_tot_ev=-65249.9515 charge=+2
Al 0.238 1.614 5.187 1.1627
C 0.755 1.346 0.876 -0.2214
O -0.494 0.755 0.609 -0.0285
O 0.543 1.799 2.210 0.0010
C 1.966 0.403 0.643 -0.6182
F 2.178 0.321 -0.651 0.2065
F 3.035 0.790 1.228 0.2019
F 1.863 -0.755 1.249 0.2014
C -0.909 0.535 -0.679 -0.2192
C -1.992 -0.546 -0.649 -0.0264
H -2.892 -0.213 -0.132 0.0786
H -2.349 -0.854 -1.632 0.0754
H -1.685 -1.422 -0.078 0.0660
H -0.126 0.235 -1.376 0.1280
H -1.423 1.460 -0.941 0.1235
H 0.768 2.194 0.191 0.2246
C 1.721 -0.825 -4.039 -0.0752
C 0.981 -2.125 -3.799 -0.3041
O 1.909 -3.165 -3.531 -0.0609
H 2.064 -0.810 -5.074 0.0879
H 2.597 -0.696 -3.403 0.0427
H 1.055 0.036 -3.984 0.0680
H 0.343 -2.404 -4.637 0.1253
H 0.370 -2.048 -2.900 0.0837
H 2.306 -2.913 -2.694 0.0531
C -0.570 5.013 1.802 -0.0585
C -0.698 5.706 3.185 -0.2905
O -0.779 4.901 4.340 -0.1128
H -0.992 4.019 1.657 0.0387
H 0.482 4.827 1.584 0.0664
H -1.019 5.653 1.043 0.0841
H -1.504 6.439 3.168 0.1167
H 0.180 6.332 3.345 0.1136
H -1.158 5.402 5.066 0.0954
C -4.055 3.224 2.817 -0.0934
C -3.220 2.029 2.747 -0.3318
O -2.611 1.984 4.031 -0.1523
H -3.378 4.052 3.025 0.0801
H -4.808 3.182 3.604 0.0992
H -4.645 3.408 1.919 0.0986
H -2.443 2.241 2.013 0.0941
H -3.886 1.256 2.364 0.1155
H -3.154 2.524 4.610 0.0818
C 4.950 0.490 -2.575 -0.0940
C 5.925 1.556 -2.844 -0.3418
O 7.167 0.967 -3.096 -0.0021
H 4.503 0.294 -3.550 0.0742
H 4.149 0.966 -2.010 0.0593
H 5.367 -0.380 -2.068 0.0975
H 6.017 2.138 -1.927 0.1186
H 5.515 2.260 -3.568 0.1305
H 7.851 1.638 -3.159 0.1051
C -2.916 3.722 -3.042 -0.0514
C -2.470 2.219 -3.363 -0.3028
O -2.844 1.914 -4.696 -0.0395
H -3.850 3.924 -3.566 0.0769
H -2.266 4.426 -3.562 0.0663
H -2.877 4.060 -2.006 0.0580
H -3.008 1.599 -2.646 0.0814
H -1.433 2.026 -3.087 0.0830
H -2.645 0.995 -4.892 0.0871
C -2.665 -1.458 2.792 -0.0513
C -1.231 -1.872 3.019 -0.2610
O -0.472 -0.759 3.385 -0.0900
H -2.728 -0.721 1.992 0.0429
H -3.075 -1.065 3.722 0.0894
H -3.352 -2.300 2.704 0.0964
H -0.701 -2.284 2.161 0.1143
H -1.221 -2.643 3.789 0.1371
H -0.575 -0.082 2.711 0.0333
C -0.341 -6.095 -0.317 -0.0663
C -1.129 -4.798 -0.601 -0.2813
O -0.322 -3.657 -0.368 -0.1121
H -0.936 -7.000 -0.439 0.0796
H 0.135 -6.165 0.661 0.0722
H 0.451 -6.142 -1.065 0.0713
H -1.933 -4.752 0.133 0.1089
H -1.534 -4.726 -1.611 0.1156
H 0.470 -3.652 -0.910 0.0556
C -5.031 -1.709 -2.556 -0.0764
C -5.899 -1.881 -3.813 -0.2901
O -5.286 -1.460 -5.023 -0.0565
H -5.480 -2.115 -1.649 0.0789
H -4.975 -0.625 -2.458 0.0660
H -4.035 -2.148 -2.616 0.0604
H -6.813 -1.293 -3.732 0.1218
H -6.014 -2.941 -4.043 0.1209
H -5.998 -1.364 -5.660 0.0937
C 2.565 -3.539 1.447 -0.0754
C 3.437 -3.629 0.206 -0.3421
O 4.519 -4.412 0.476 -0.0064
H 3.087 -3.046 2.268 0.0793
H 2.304 -4.461 1.967 0.0854
H 1.642 -3.007 1.220 0.0376
H 3.738 -2.639 -0.137 0.1112
H 2.957 -4.061 -0.672 0.1063
H 4.198 -5.311 0.579 0.1091
C 5.242 1.390 3.388 -0.0689
C 4.187 0.873 4.379 -0.2522
O 2.902 1.209 3.836 -0.1809
H 6.184 0.933 3.691 0.0871
H 5.296 2.479 3.396 0.0876
H 5.107 1.031 2.368 0.0616
H 4.417 1.311 5.350 0.1221
H 4.290 -0.207 4.486 0.1178
H 2.919 1.078 2.885 0.0197